{"formula": "C3H6N2O", "method": "ωB97M-V with the def2-TZVPD basis set", "symbols": ["O", "N", "N", "C", "C", "C", "H", "H", "H", "H", "H", "H"], "xyz": [[0.72, -0.08, 1.54], [1.62, 0.11, -0.51], [-0.48, -0.52, 2.20], [-0.82, 0.19, -0.24], [-1.17, -0.21, -1.46], [0.53, 0.07, 0.29], [-2.17, -0.03, -1.85], [-1.52, 0.65, 0.45], [2.52, 0.12, -0.06], [-0.48, -0.76, -2.09], [-0.27, -0.14, 3.12], [1.52, 0.60, -1.39]], "mulliken_charge": [-0.24, -0.44, -0.68, -0.15, -0.75, 0.67, 0.26, 0.39, 0.25, 0.30, 0.16, 0.24], "lumo_energy_ev": [0.293, 0.292], "multiplicity": 1, "largest_force_ev_per_a": 0.68}